# 1
Density functional theory data (the ωB97M-V functional and the def2-TZVPD basis) for a cluster of 2 separate species, C8H14I2NO2 in total in a non-equilibrium geometry.

- Net charge: +1
- Energy above the lowest of the compared OMol25 structures with the same formula, charge and spin: 38.77 kcal/mol
- Energy: -1113.54831 Eh
- F_max: 3.9 eV/Å
- HOMO-LUMO gap: 9.14 eV
- LUMO: -0.132 hartree
- HOMO energy: -12.73 eV

Geometry (Å):
1 I 1.65237 -3.18411 -3.50104
2 I 3.80796 0.30746 -3.13619
3 O -0.69035 -0.82817 2.25875
4 O 0.94550 0.62158 1.58587
5 N 1.86376 0.61807 -0.98806
6 C -0.10479 -0.70133 -2.19517
7 C -0.21409 0.39755 1.89138
8 C 0.55077 0.76283 -1.77811
9 C 2.57061 -0.62098 -1.57474
10 C -2.10338 -0.74672 2.43906
11 C -1.32647 1.40180 1.87552
12 C -2.38869 0.71046 2.69231
13 C 1.29508 -1.59202 -2.04516
14 H -2.59314 -1.11458 1.53133
15 H 1.07792 -2.15239 -1.02314
16 H 0.81774 1.22342 -2.82017
17 H -0.79049 -1.03677 -1.30223
18 H 1.70192 0.60203 0.05402
19 H -0.52662 -0.82142 -3.29214
20 H 3.09390 -1.34811 -0.78577
21 H -2.40415 -1.37407 3.28320
22 H -0.26681 1.49698 -1.34224
23 H -2.24094 0.93820 3.75500
24 H -3.40712 1.00284 2.42310
25 H -1.01518 2.34233 2.33587
26 H -1.64784 1.56293 0.84277
27 H 2.34252 1.53221 -1.18401

***

# 2
Density functional theory data (the ωB97M-V functional and the def2-TZVPD basis) for a structure of composition C8H14IrN3 in a non-equilibrium geometry.

- Net charge: +1
- Energy above the lowest of the compared OMol25 structures with the same formula, charge and spin: 0.00 kcal/mol
- ⟨S²⟩: 8.78
- Energy: -581.32605 Eh
- F_max: 4.7 eV/Å
- HOMO-LUMO gap (alpha / beta): 5.88 / 6.28 eV
- Spin multiplicity: 6
- LUMO (alpha / beta): -0.104 / -0.239 hartree
- HOMO energy (alpha / beta): -8.71 / -12.77 eV

Geometry (Å):
1 Ir -0.16231 0.23726 -0.64988
2 N -0.36053 1.92284 0.64328
3 N -0.42507 -0.85906 1.09378
4 N -1.32881 3.76946 1.35744
5 C 0.64880 4.67161 2.71418
6 C -0.00213 3.81889 1.82953
7 C 1.90123 2.28759 1.76816
8 C 0.57609 1.21027 -2.15677
9 C 2.55026 3.12364 2.68965
10 C 0.60746 2.64897 1.36404
11 C -1.49238 2.62514 0.63217
12 C 1.93670 4.29562 3.15541
13 H -0.60381 -1.83994 0.88483
14 H 1.24885 -0.60371 -0.70345
15 H 2.33436 1.37408 1.36986
16 H 1.59178 1.51886 -1.83461
17 H 0.16718 5.58897 3.05248
18 H 2.47146 4.91167 3.87997
19 H 0.53372 0.43085 -2.95802
20 H -1.56943 -0.41110 -1.05640
21 H -2.06944 4.44735 1.49409
22 H -2.37234 2.36282 0.06070
23 H 0.46472 -0.77834 1.58248
24 H 3.54444 2.85653 3.05383
25 H -0.15377 1.99665 -2.35756
26 H -1.17893 -0.48853 1.67080

***

Question: What is the energy above the lowest of the compared OMol25 structures with the same formula, charge and spin in the first record?
Answer: 38.77 kcal/mol

***

Question: The lowest F_max belongs to which entry?
Answer: C8H14I2NO2